Entry one
10
Properties=species:S:1:pos:R:3:mulliken_charge:R:1 method="wB97M-V/def2-TZVPD" lumo_energy_ev=-0.6970
N 1.4921 -0.7998 -0.0001 -0.419
C 0.1962 -0.4245 -0.0906 0.391
N -0.8168 -1.2818 -0.2365 -0.448
N -1.9770 -0.6105 -0.0853 0.002
N -2.3706 0.5186 -0.0181 0.026
O -1.2092 1.6154 0.0748 -0.351
C 0.0332 1.1238 -0.1351 0.706
O 0.9968 1.8126 -0.2083 -0.534
H 1.4692 -1.8508 0.3641 0.330
H 2.1861 -0.1031 0.3352 0.298

---

Entry two
10
Properties=species:S:1:pos:R:3:mulliken_charge:R:1 method="wB97M-V/def2-TZVPD" lumo_energy_ev=-0.7483
C 0.4110 -0.1001 0.3776 0.342
C -0.6030 0.0745 -1.3786 -0.170
H -1.0531 -0.1975 -2.2737 0.413
H -1.2454 2.0393 -0.9787 0.337
N 1.0776 -0.7667 1.3707 0.815
N 0.0906 -0.9041 -0.6425 -0.430
N -0.8566 0.9995 -0.6606 0.356
N -0.3650 0.9813 0.5225 -0.686
O 0.8058 -0.3939 2.5823 -0.504
O 1.7380 -1.7322 1.0810 -0.473

---

Relative calculated energies, zero for the most stable structure, unit eV: entry one 0.000; entry two 2.290.